A structure of composition C36H49N4O4PY at a distorted geometry. Source: the OMol25 dataset; level of theory: the ωB97M-V functional and the def2-TZVPD basis.

**LUMO energy (spin up / spin down)**: -5.9 / -9.8 eV
**Gap between HOMO and LUMO (spin up / spin down)**: 7.17 / 3.22 eV
**Multiplicity**: 2
**ΔE to the lowest compared entry with this formula, charge and spin**: 155.8 kJ/mol
**Charge**: +2

Structure (XYZ):
```
95
Properties=species:S:1:pos:R:3:lowdin_charge:R:1
C 2.06075 -1.32101 -2.39546 -0.2567
N 1.50966 -1.81060 -1.25872 0.0345
C 1.75436 -3.09393 -0.95662 -0.2344
C 2.87324 -3.74729 -1.47492 0.0335
C 3.63899 -3.10162 -2.43356 -0.0103
C 3.20066 -1.93321 -2.98565 0.0096
Y -0.35051 -0.74886 -0.14171 1.4354
C -2.15191 1.18854 -0.79623 0.0183
O -2.88070 2.08538 -0.79366 0.1386
C 0.81073 -3.74815 0.00963 -0.0993
N 0.28602 -2.81732 1.07022 -0.2361
C 1.34097 -2.63610 2.09396 -0.2412
C 2.44823 -1.66510 1.74612 -0.0555
C 1.03374 -0.63599 -3.25997 -0.2417
P -0.00683 0.89938 -3.04992 1.3147
C -1.09285 0.59700 -4.69756 -0.6124
C -0.67580 1.53353 -5.82111 -0.0740
C 1.06240 2.50168 -3.00380 -0.6488
C 0.07370 3.62715 -2.61428 -0.0796
C 2.12210 2.33721 -1.90491 -0.0811
C 1.79880 2.81835 -4.31483 -0.0636
C -1.03133 -0.81714 -5.28370 -0.0919
C -2.53512 0.87407 -4.26954 -0.0954
C -0.83910 -3.48195 1.83779 -0.2115
C -2.09640 -3.53089 0.99078 -0.0776
H 3.05594 -4.69712 -1.07417 0.1166
H 4.56854 -3.54931 -2.77317 0.1355
H 3.68806 -1.39354 -3.79572 0.1330
H 1.40449 -0.63071 -4.27043 0.1047
H 2.80203 3.20379 -1.91548 0.1166
H 1.69313 2.31599 -0.89528 0.0508
H 2.73156 1.43908 -2.07233 0.0785
H 2.52484 3.63038 -4.12498 0.1168
H 2.36229 1.93635 -4.66025 0.0933
H 1.12349 3.16662 -5.10643 0.0712
H 0.58323 4.60653 -2.66079 0.1165
H -0.78727 3.67166 -3.30474 0.0802
H -0.28992 3.49509 -1.58028 0.0616
H -1.31017 1.29945 -6.68954 0.1180
H -0.84492 2.57940 -5.54835 0.0869
H 0.37232 1.37119 -6.10365 0.0898
H -0.09563 -1.01377 -5.82500 0.0972
H -1.17108 -1.66020 -4.59127 0.0613
H -1.82381 -0.93537 -6.04963 0.1223
H -2.65019 1.89523 -3.89845 0.0807
H -3.18706 0.77970 -5.15108 0.1113
H -2.91469 0.18773 -3.49761 0.0633
H -0.02965 -4.19056 -0.53455 0.1317
H 1.29898 -4.56334 0.53178 0.1308
H 0.87011 -2.34675 3.04648 0.0985
H 1.76893 -3.63863 2.25621 0.1327
H -1.04219 -2.90207 2.76256 0.1222
H -0.49164 -4.49511 2.14352 0.1419
H -2.86011 -4.11813 1.51937 0.1006
H -2.48090 -2.49841 0.85163 0.0717
H -1.90471 -3.97752 0.00290 0.0608
H 3.05680 -1.56066 2.65324 0.0923
H 3.07585 -2.06405 0.94289 0.0720
H 2.09335 -0.65931 1.46799 0.0607
C -2.46934 -2.20032 -2.17863 -0.1485
H -2.69572 -3.27514 -2.07628 0.0899
H -2.30218 -1.89242 -3.26030 0.0592
H -3.31178 -1.59412 -1.75441 0.0948
O -1.44955 -1.95466 -1.22003 -0.5126
H 0.16912 -1.23252 -3.16984 0.0303
O 0.70014 3.51157 0.68161 0.0488
C 0.31037 2.66193 1.46502 -0.4993
N -0.15136 2.92628 2.75428 0.1542
C -0.48115 1.72067 3.45399 -0.3049
C -0.48025 0.77622 2.25442 -0.4380
O -1.09622 -0.34608 2.14592 -0.0769
N 0.17714 1.28285 1.22356 0.0707
C 0.68085 1.28940 4.31801 -0.1697
C 0.78892 -0.07409 4.62384 -0.0445
C 1.94863 -0.52010 5.28427 -0.0716
C 2.94284 0.38735 5.62194 -0.0689
C 2.79763 1.75572 5.34355 -0.0344
C 1.65454 2.19535 4.66414 -0.0055
C -1.82962 1.73220 4.11181 -0.1548
C -2.01391 1.26509 5.40569 -0.0107
C -3.28656 1.28084 5.97883 -0.0503
C -4.36851 1.77811 5.24262 -0.0623
C -4.17150 2.26821 3.94033 -0.0568
C -2.89994 2.21251 3.35996 -0.0270
H -0.03192 3.83535 3.17915 0.1688
H 0.00977 -0.77710 4.33551 0.1109
H 2.05796 -1.58993 5.50459 0.1159
H 3.84997 0.04464 6.12984 0.1149
H 3.54334 2.47988 5.59073 0.1047
H 1.54846 3.23838 4.37128 0.1188
H -1.15760 0.87878 5.95891 0.1161
H -3.41750 0.87700 6.98161 0.1136
H -5.36000 1.80224 5.69269 0.1108
H -5.00786 2.66360 3.36291 0.1086
H -2.74106 2.53558 2.33075 0.1099
```



A structure of composition C36H49N8O2S2ScSeSiTe at a distorted geometry. Source: the OMol25 dataset; level of theory: the ωB97M-V functional and the def2-TZVPD basis.

**LUMO energy (spin up / spin down)**: -0.4 / -0.5 eV
**Gap between HOMO and LUMO (spin up / spin down)**: 4.16 / 4.43 eV
**ΔE to the lowest compared entry with this formula, charge and spin**: 203.2 kJ/mol
**Charge**: 0

Structure (XYZ):
```
101
Properties=species:S:1:pos:R:3:lowdin_charge:R:1
Sc 0.39652 0.56916 -0.21854 0.7991
N -0.53755 2.19830 -1.76147 -0.0190
C 0.14782 3.49137 -1.76238 -0.2225
C 0.34955 3.89557 -0.31707 -0.2155
N 1.04031 2.79204 0.36449 -0.0172
H -0.56638 1.78293 -2.68963 0.0379
H -1.50867 2.30108 -1.46550 0.0915
H -0.40044 4.27145 -2.30524 0.1262
H 1.11542 3.36061 -2.25572 0.1025
H -0.62112 4.02318 0.16850 0.1066
H 0.89936 4.84173 -0.24280 0.1219
H 1.05825 2.92183 1.37228 0.1041
H 2.00932 2.73848 0.05619 0.0656
O 2.33594 0.81506 -1.42676 -0.4561
S 3.16502 -0.03947 -0.51814 0.5816
O 3.43845 -1.38416 -0.96413 -0.2955
N 2.34258 0.13813 0.78453 -0.2159
C 2.67403 -0.52925 1.98822 -0.2787
C 3.93199 -1.01368 2.31738 -0.0512
C 4.09789 -1.63822 3.54981 -0.1079
C 3.03126 -1.77386 4.42231 -0.0673
C 1.75043 -1.29593 4.09841 -0.1902
C 0.62121 -1.42664 4.93450 -0.0755
C -0.58932 -0.89002 4.47723 -0.1108
C -0.67596 -0.30474 3.23912 -0.2224
N 0.36536 -0.19632 2.35631 0.0185
C 1.56889 -0.65152 2.83624 -0.2260
C 4.74335 0.75991 -0.42418 -0.2779
C 5.82496 0.23079 -1.10854 -0.0459
C 7.04591 0.88555 -1.03871 -0.0643
C 7.17677 2.04205 -0.28535 -0.0724
C 6.08955 2.55456 0.41104 -0.0645
C 4.86580 1.91108 0.34278 -0.0584
H 4.76997 -0.92509 1.64109 0.0971
H 5.07117 -2.02027 3.82552 0.0944
H 3.17278 -2.25748 5.38044 0.1000
H 0.71163 -1.89341 5.90498 0.0909
H -1.47545 -0.92752 5.09662 0.0954
H -1.62525 0.06974 2.89210 0.0854
H 5.70845 -0.67806 -1.67851 0.1142
H 7.89890 0.48529 -1.56829 0.1077
H 8.13309 2.54362 -0.23137 0.1058
H 6.19945 3.44418 1.01599 0.1081
H 4.02136 2.27505 0.91157 0.1071
C -1.28172 -3.88941 2.23078 -0.0456
C -1.47556 -2.65989 1.32784 -0.1369
N -0.57568 -2.72658 0.18835 -0.1602
C -1.02888 -3.78239 -0.70429 -0.1896
C -1.20553 -5.09550 0.09167 -0.0586
N -0.52662 -4.90584 1.41881 -0.0906
C 0.88270 -4.43824 1.19123 -0.0439
C 0.78455 -3.00858 0.62986 -0.1386
H -2.21438 -4.35905 2.54133 0.1331
H -0.67615 -3.66700 3.11122 0.1281
H -1.26811 -1.76179 1.89870 0.0700
H -2.49746 -2.59881 0.95135 0.1372
H -0.29801 -3.90286 -1.50446 0.1149
H -1.96903 -3.49343 -1.17486 0.0620
H -0.74259 -5.96053 -0.38485 0.1310
H -2.24997 -5.32255 0.30660 0.1324
H -0.50710 -5.78938 1.92259 0.1829
H 1.33440 -5.15072 0.49977 0.1335
H 1.40301 -4.48090 2.14845 0.1374
H 1.47570 -2.87445 -0.20660 0.1137
H 1.04782 -2.29458 1.40683 0.0972
S -5.29210 3.44172 0.33354 0.9397
C -3.89058 2.40580 0.40015 -0.5861
C -3.81155 1.18833 -0.31882 -0.1084
C -2.71736 0.38391 -0.22802 -0.2158
N -1.59700 0.68156 0.52363 -0.1356
C -1.73510 1.82102 1.32035 -0.2265
C -2.80650 2.65714 1.27336 -0.1225
C -6.33728 2.67139 1.56878 -0.5082
C -6.16652 2.92289 2.92376 -0.0845
C -6.96623 2.25356 3.83474 -0.1554
N -7.90776 1.37915 3.49257 0.0498
C -8.07561 1.15582 2.19349 -0.1559
C -7.32559 1.76832 1.20185 -0.0868
H -4.62820 0.87734 -0.95669 0.1034
H -2.67388 -0.53270 -0.79833 -0.0114
H -0.92868 2.00260 2.01535 0.0843
H -2.83031 3.51788 1.93013 0.1020
H -5.42122 3.62849 3.26291 0.0997
H -6.84213 2.43350 4.89632 0.1014
H -8.84941 0.44669 1.92377 0.1013
H -7.50506 1.54565 0.15960 0.0999
Te -2.30742 -1.41370 -3.48476 0.1914
C 2.87569 -1.26441 -4.28031 -0.1970
Si 1.26475 -0.32611 -4.34559 0.2214
C 1.58235 1.51323 -4.45848 -0.2048
C 0.33153 -0.85709 -5.86339 -0.2686
Se 0.02216 -0.87537 -2.44657 0.1571
H 3.56490 -0.85184 -5.01781 0.0362
H 2.69625 -2.31042 -4.52808 0.0371
H 3.34981 -1.23217 -3.30368 -0.0047
H 2.24456 1.67829 -5.31139 0.0390
H 2.06801 1.91290 -3.57241 0.0029
H 0.66246 2.06813 -4.65103 0.0355
H 1.00646 -0.69796 -6.70686 0.0340
H -0.57607 -0.27887 -6.01891 0.0048
H 0.04188 -1.90502 -5.83288 0.0151
```



charge of number 1 (C36H49N4O4PY)?
+2